[1]
31
Properties=species:S:1:pos:R:3:lowdin_charge:R:1 method="wB97M-V/def2-TZVPD" total_charge=0 fmax_ev_per_a=3.161 e_homo_ha="-0.158 / -0.192" orbital_gap_ev="3.53 / 4.70"
In 0.17176 -0.23456 -1.31290 0.64
P 0.79964 -2.84293 -0.34409 0.71
O 1.62176 0.25586 0.87873 -0.02
N -2.86226 0.12220 0.28610 0.17
N 0.33632 0.75883 2.73390 -0.05
N -0.63119 0.41186 0.58165 0.07
C 1.52330 0.91181 3.58451 0.00
C -0.90035 0.94039 3.27938 -0.02
C 0.42845 -1.32432 -3.10241 -0.25
C 1.78824 0.73262 -2.24988 -0.17
C 0.87120 1.53515 -2.90789 -0.33
C -2.02167 0.76948 2.49241 0.01
C -0.28825 -0.43607 -3.85160 -0.37
C -1.85783 0.43274 1.12120 -0.36
C -0.23294 0.97846 -3.64833 -0.26
C 0.48642 0.47675 1.39009 -0.47
H 2.81915 0.90617 -1.88438 0.02
H -3.83554 0.08215 0.61157 0.13
H 1.59164 1.93656 3.96567 0.10
H -0.01269 -3.57287 0.60142 -0.13
H 1.48735 0.21881 4.43086 0.10
H -2.66717 -0.18968 -0.65826 0.08
H -0.88465 1.63865 -4.26487 0.08
H 0.62094 -2.40684 -3.25018 0.01
H 0.97682 -3.84019 -1.35965 -0.11
H 2.10151 -2.87701 0.26368 -0.12
H -0.90327 1.19356 4.33874 0.14
H -0.92406 -0.78483 -4.68597 0.09
H -3.00914 0.87301 2.92485 0.11
H 2.42074 0.70012 3.01335 0.09
H 0.98576 2.63409 -2.97771 0.09


[2]
85
Properties=species:S:1:pos:R:3:lowdin_charge:R:1 method="wB97M-V/def2-TZVPD" de_lowest_kcal_mol=0.0 total_charge=+1 fmax_ev_per_a=2.019 e_homo_ha=-0.401 orbital_gap_ev=6.07
F 2.99288 0.71766 -7.18041 0.10
F -1.35087 -2.53485 9.07144 0.11
F -2.19466 -5.38260 2.54031 0.12
F 4.42358 1.50704 -8.65944 0.13
F -2.92909 -4.05185 8.83298 0.13
F -7.02651 -0.21616 -1.66748 0.12
F -3.25651 -1.99696 8.10574 0.12
F -7.41923 0.45836 0.40234 0.14
F 2.33867 2.24868 -8.63529 0.11
F -4.01129 -4.50022 3.42326 0.11
F -5.80137 1.38006 -0.79617 0.12
F -3.18670 -6.37239 4.24419 0.12
O 0.76370 -2.39419 2.58209 0.04
N 2.64484 0.90070 0.57579 -0.06
N 2.55876 3.50809 -6.21851 -0.15
N 1.23466 -2.58965 4.85872 0.13
N 2.69181 -1.49321 3.43984 0.07
N -4.43408 -1.00046 -1.07717 -0.12
C -3.24221 -0.33673 -1.08302 -0.20
C 1.02001 1.17159 -3.81534 -0.01
C -2.00951 -4.35859 4.70292 -0.09
C -2.49157 -0.08415 0.09559 0.03
C 1.38883 1.74803 -5.00630 0.02
C -0.68998 0.88856 -1.26146 -0.18
C -5.42473 -0.81537 -0.02820 -0.03
C -2.73987 0.09704 -2.32984 0.02
C -6.43482 0.19482 -0.49421 -0.53
C 1.17916 1.88822 -2.57473 -0.19
C 2.13624 2.94573 -5.01434 -0.21
C -1.55226 0.78181 -2.40298 0.02
C -2.31651 -2.99363 8.21855 -0.51
C -1.75452 -3.36358 6.86493 -0.10
C 2.46179 3.56767 -3.78381 0.01
C 2.55454 0.53060 1.98492 -0.33
C 0.02670 -3.16957 5.23638 -0.19
C -0.47670 -2.93467 6.52945 0.06
C 3.39015 1.85966 -7.84061 -0.54
C -0.73663 -3.93682 4.34325 0.06
C 1.98757 3.05932 -2.59529 -0.01
C 3.75002 2.94320 -6.86702 -0.04
C 3.08854 -0.89724 2.17109 -0.14
C -4.71852 -1.96009 -2.10942 -0.04
C 3.68890 1.90511 0.37958 -0.20
C -2.84050 -5.15089 3.72229 -0.51
C 3.30472 1.62761 2.76890 -0.12
C 2.33912 4.92586 -6.43625 -0.04
C -2.55020 -4.06777 5.95933 0.06
C -1.20535 0.41119 -0.01002 0.03
C 0.57858 1.50056 -1.34801 0.09
C 3.72139 2.66406 1.70455 -0.15
C 1.50420 -2.18057 3.54768 -0.49
H -3.78648 -2.44330 -2.44602 0.11
H -5.40143 -2.73001 -1.72819 0.11
H 3.26508 5.40903 -6.76225 0.09
H 2.17835 3.60144 -1.66459 0.12
H -3.55313 -4.38628 6.22475 0.14
H -0.56139 0.42951 0.87254 0.12
H -1.28220 1.21094 -3.36624 0.12
H 4.16877 1.22664 3.31703 0.11
H 3.44682 2.53524 -0.47369 0.08
H 4.65988 1.41845 0.18646 0.12
H 2.94834 3.43858 1.67790 0.11
H 1.07927 1.33497 -5.96694 0.13
H 3.08626 4.46293 -3.80443 0.13
H -4.92383 -0.42240 0.86243 0.14
H 3.30459 -1.39419 4.24312 0.14
H 1.57367 5.05987 -7.21516 0.10
H 4.40774 2.48357 -6.11413 0.15
H 1.81120 -2.16779 5.58052 0.15
H 0.54232 0.18959 -3.84808 0.13
H 1.49951 0.53520 2.30191 0.13
H 4.19625 -0.90248 2.10939 0.14
H 0.11256 -2.36662 7.24577 0.13
H 2.68018 -1.54021 1.37855 0.12
H -5.17319 -1.48052 -2.98969 0.10
H -5.94960 -1.76563 0.13611 0.15
H 2.71287 0.12117 -0.06478 0.12
H -0.35669 -4.16238 3.35316 0.12
H 1.05205 1.80061 -0.41366 0.10
H -2.90929 -0.38581 1.05655 0.12
H 4.68673 3.13127 1.90948 0.11
H -3.32731 -0.11553 -3.22201 0.13
H 4.24548 3.74544 -7.42035 0.14
H 2.61482 2.08003 3.48882 0.11
H 1.97664 5.39958 -5.51504 0.09


[3]
9
Properties=species:S:1:pos:R:3:lowdin_charge:R:1 method="wB97M-V/def2-TZVPD" de_lowest_kcal_mol=127.0 total_charge=0 fmax_ev_per_a=4.827 e_homo_ha="-0.286 / -0.308" orbital_gap_ev="6.75 / 8.22"
P -0.47719 -0.54688 -1.98385 0.76
N -0.18305 -0.42718 1.21501 -0.19
N -0.42919 0.38558 0.35772 -0.07
N 0.12667 -0.45837 2.41777 0.08
C 0.37531 0.45174 -0.87303 -0.67
H 0.35933 1.47591 -1.10928 0.04
H -1.41101 0.47716 -2.35400 -0.14
H 0.19216 -1.39214 2.86412 0.06
H 1.44698 0.03417 -0.53448 0.12


[4]
10
Properties=species:S:1:pos:R:3:lowdin_charge:R:1 method="wB97M-V/def2-TZVPD" de_lowest_kcal_mol=6.0 total_charge=+1 fmax_ev_per_a=1.446 e_homo_ha=-0.655 orbital_gap_ev=14.01
O 0.52441 -0.10950 -0.54013 0.05
O -1.93809 0.20470 -0.48142 0.03
C 1.34716 -0.20322 0.69571 0.07
H 1.43443 -1.25375 0.94632 0.11
H -2.43743 0.96889 -0.79733 0.11
H 0.98450 -0.32356 -1.36050 0.17
H 0.77422 0.36936 1.41575 0.11
H -2.39864 0.04994 0.36304 0.12
H 2.22953 0.37734 0.46459 0.11
H -0.52008 -0.08019 -0.70603 0.12


[5]
65
Properties=species:S:1:pos:R:3:lowdin_charge:R:1 method="wB97M-V/def2-TZVPD" total_charge=+1 fmax_ev_per_a=1.224 e_homo_ha=-0.415 orbital_gap_ev=4.64
Si 0.36297 -2.41503 -0.36225 0.32
Si -0.02138 -0.59405 0.99809 0.45
Si 1.66045 -0.34799 2.55673 0.32
Si -2.08765 -0.73136 2.01193 0.32
F -4.76773 3.39278 -1.69040 0.10
F 3.27368 0.10323 -4.08458 0.10
F -2.93624 -0.16908 -4.22183 0.10
F 4.67503 3.78687 -1.45593 0.10
C 3.67974 3.02760 -1.96537 -0.22
C 1.75230 -1.82631 3.69759 -0.20
C 2.00159 -2.27855 -1.24331 -0.20
C -3.68908 2.71694 -2.14434 -0.22
C -2.42119 3.13309 -1.81324 0.09
C -0.01224 2.96115 -1.89698 0.15
C -2.43806 0.77236 3.05871 -0.21
C -0.95177 -2.57649 -1.67567 -0.20
C -2.76799 0.91666 -3.43317 -0.22
C 2.36690 3.33293 -1.69509 0.09
C 1.39679 1.16423 3.61669 -0.21
C 0.38085 -4.00480 0.62241 -0.19
C 3.98516 1.94329 -2.76740 0.14
C -3.45938 -0.85101 0.75303 -0.21
C -2.19971 -2.23056 3.12369 -0.20
C 1.30815 2.56503 -2.22008 -0.16
C -3.86246 1.60887 -2.95331 0.14
C -1.50194 1.33374 -3.10373 0.08
C 1.66582 1.47176 -3.03341 0.08
C 2.97677 1.16528 -3.30180 -0.22
C 3.32642 -0.15661 1.73912 -0.21
C -1.27788 2.45535 -2.28138 -0.17
H 1.32150 2.04010 2.97643 0.03
H 3.29488 0.68772 1.05421 0.02
H -2.03886 -3.13141 2.53668 0.02
H -0.57698 -4.13666 1.11959 0.02
H -3.17465 -2.29156 3.60112 0.04
H 2.54581 -1.70536 4.43099 0.04
H 2.80786 -2.27110 -0.51531 0.01
H 0.47701 1.05671 4.18471 0.01
H 0.80574 -1.94106 4.22007 0.02
H -0.06366 3.81819 -1.24471 0.14
H -4.85294 1.28393 -3.21240 0.15
H 4.10247 0.01373 2.48075 0.04
H -3.43498 0.72050 3.48858 0.04
H -0.70552 0.75330 -3.50870 0.10
H 2.16404 4.18911 -1.07741 0.14
H -2.36146 1.66342 2.43991 0.02
H 2.14697 -3.11823 -1.91774 0.04
H -3.34752 -1.76532 0.17717 0.01
H -0.73316 -3.40896 -2.33917 0.04
H -1.71253 0.83363 3.86501 0.01
H -1.43485 -2.16941 3.89405 0.02
H 2.02788 -1.35378 -1.81464 0.00
H 1.16527 -3.95864 1.37383 0.02
H -1.91737 -2.74647 -1.20798 0.01
H 1.94579 -2.72364 3.11506 0.02
H 0.94205 0.82985 -3.48022 0.11
H 3.56621 -1.05853 1.18315 0.01
H 0.56246 -4.86134 -0.02212 0.04
H -3.40604 0.00312 0.08172 0.01
H -0.99341 -1.65842 -2.25683 0.00
H -0.02185 0.58992 0.15933 -0.12
H -4.43038 -0.86166 1.24124 0.04
H 2.22251 1.29885 4.31051 0.04
H -2.32108 4.00566 -1.19333 0.14
H 5.01087 1.70451 -2.97824 0.15


[6]
51
Properties=species:S:1:pos:R:3:lowdin_charge:R:1 method="wB97M-V/def2-TZVPD" total_charge=+1 fmax_ev_per_a=5.027 e_homo_ha=-0.416 orbital_gap_ev=7.14
F 0.11985 0.13504 -1.35182 -0.11
O -1.46188 3.56313 0.81578 -0.20
O 0.93889 2.30398 0.20015 -0.19
O -4.90347 0.57365 -0.32293 -0.24
O 4.28627 -1.15034 -1.36290 0.16
N 3.08041 -2.79212 -2.09832 0.07
C 2.32372 1.80185 0.21409 -0.10
C 2.81602 -3.76575 -3.15826 0.02
C -3.55180 0.52763 1.93041 -0.15
C -0.35120 -2.53388 1.31228 -0.12
C -2.34308 1.61071 2.33528 -0.13
C -0.22325 -0.04991 0.10518 -0.15
C 5.60596 -2.77391 -2.56273 0.05
C 0.01504 1.39231 0.90353 -0.20
C 0.60982 -1.30782 0.79848 -0.19
C -1.49473 2.10416 1.00564 -0.25
C 4.34875 -2.17881 -2.01066 -0.41
C -0.94911 4.27107 1.99899 -0.11
C -4.72218 1.23695 0.97435 -0.21
C -4.40966 1.37486 -1.44966 -0.13
H 1.47200 -1.66881 0.06915 0.08
H -1.65717 1.09342 3.15549 0.12
H 1.75733 -4.03002 -3.11071 0.12
H 2.93178 -3.19286 -1.16543 0.20
H -4.14987 2.48774 -1.20279 0.10
H -1.50368 -2.32262 1.24448 0.08
H 2.47387 0.77856 0.76176 0.08
H -0.44388 5.27187 1.60064 0.12
H -5.73778 1.06631 1.57825 0.14
H -2.08899 1.66419 0.07054 0.14
H -4.56891 2.39543 0.93202 0.13
H -3.42572 0.87675 -1.86815 0.09
H 6.27049 -1.97042 -2.89205 0.12
H -4.07225 0.15262 2.93630 0.12
H 0.35385 1.22738 2.03339 0.16
H -3.14267 -0.42785 1.38967 0.09
H 6.09591 -3.36436 -1.78492 0.12
H 5.40303 -3.41173 -3.42576 0.09
H 2.43836 -1.98887 -2.08227 0.19
H 3.09114 2.56688 0.71117 0.12
H 1.16092 -0.83840 1.74183 0.11
H 3.04301 -3.30262 -4.12204 0.12
H -1.36547 -0.39158 0.12358 0.14
H -1.82341 4.63684 2.72453 0.11
H -2.90670 2.49453 2.89015 0.13
H -0.08809 -3.47967 0.63299 0.08
H 3.43147 -4.65174 -2.98575 0.12
H -0.11764 3.68101 2.57930 0.11
H 2.68218 1.62674 -0.90990 0.11
H -5.18332 1.40355 -2.35515 0.11
H -0.06414 -2.72506 2.45279 0.10


no.,electronic energy (eV)
1,-31585.675
2,-76876.191
3,-14855.238
4,-5237.574
5,-65756.670
6,-27403.659